[1]
This record from the OMol25 dataset describes a structure of composition C29H35N4PdS5 in a non-equilibrium geometry. The level of theory is ωB97M-V/def2-TZVPD.

Each line ends with the Mulliken spin population.
Element x y z (Å)
Pd 0.87817 -0.19011 0.81238  1.045
S 1.52318 4.26461 0.99706  0.037
C 1.30891 2.63939 1.27091  -0.048
S -0.20674 1.94316 1.62685  0.310
S 2.62754 1.54342 1.16177  0.394
C -3.98914 0.41447 1.32188  0.002
C -3.14195 -0.34915 2.29919  -0.008
C -3.56319 -0.53280 3.61405  0.028
C -2.73160 -1.17737 4.51711  -0.014
C -3.15406 -1.38495 5.94602  0.000
C -1.48171 -1.61565 4.11919  0.005
C -1.00485 -1.43656 2.80446  -0.085
C -1.91191 -0.82948 1.90063  0.029
N 0.21135 -1.79874 2.31782  0.167
C 1.34932 -2.10255 3.17629  -0.041
C 1.21593 -3.45034 3.91602  0.015
C 2.57711 -2.24168 2.25914  0.006
C 1.61068 -0.92084 4.12883  -0.005
H -4.98235 0.60305 1.72538  0.000
H -4.08322 -0.13021 0.38216  0.000
H -3.51567 1.37481 1.11330  0.001
H -4.53493 -0.17447 3.92668  0.002
H -4.17380 -1.04495 6.11318  0.000
H -2.49601 -0.83747 6.62156  0.000
H -3.09876 -2.44052 6.21150  0.000
H -0.87597 -2.09919 4.86822  0.006
H -1.58924 -0.66070 0.86772  0.028
H 1.06866 -4.24997 3.19101  -0.003
H 0.38860 -3.47926 4.61612  -0.001
H 2.13247 -3.65216 4.46791  0.001
H 2.43907 -3.06016 1.54898  -0.003
H 3.47367 -2.43552 2.84499  0.002
H 2.72617 -1.30074 1.70017  -0.004
H 0.80391 -0.79655 4.84622  -0.002
H 1.66633 -0.00571 3.52626  0.003
H 2.55297 -1.04152 4.66070  0.000
C 1.02241 -2.38718 -3.72881  0.000
N 0.37455 -2.54925 -2.46321  0.000
C -0.90660 -3.00039 -2.22835  0.008
C -1.09156 -3.00393 -0.88847  -0.004
N 0.05961 -2.56465 -0.29617  0.007
C 0.94993 -2.24898 -1.26523  -0.003
S 2.49830 -1.66787 -1.07773  0.056
H 0.29507 -2.11948 -4.49313  0.000
H 1.53499 -3.30551 -4.03063  0.000
H 1.76768 -1.59757 -3.62931  0.000
H -1.57333 -3.25725 -3.02610  0.000
H -1.94939 -3.28966 -0.31416  -0.001
H 0.19209 -2.29662 0.74882  0.039
N 0.03793 0.57410 -1.42209  0.015
S 1.08289 1.70178 -1.70238  0.016
C 0.17590 3.23598 -2.04136  -0.002
C -1.11191 3.34639 -1.55466  -0.005
C -1.83582 4.50121 -1.79672  -0.004
C -1.26839 5.52696 -2.53376  0.001
C 0.03247 5.41752 -3.00157  -0.001
C 0.76575 4.27250 -2.74324  -0.001
C 1.63081 1.48604 -3.43683  0.000
C 2.94882 1.11277 -3.63756  0.001
C 3.39910 0.85128 -4.92009  -0.001
C 2.52827 0.95275 -5.99191  0.001
C 1.20425 1.30780 -5.78452  0.000
C 0.75357 1.57610 -4.50428  0.001
H -0.74613 0.54873 -2.06816  0.002
H -1.52296 2.53603 -0.96914  0.010
H -2.84020 4.60050 -1.41090  0.000
H -1.83629 6.42429 -2.73252  0.000
H 0.47429 6.22548 -3.57092  0.000
H 1.78880 4.19009 -3.08150  0.000
H 3.60655 1.02178 -2.78827  0.000
H 4.42480 0.55801 -5.08492  0.000
H 2.87273 0.74444 -6.99407  0.000
H 0.51876 1.36905 -6.61895  0.000
H -0.27664 1.86313 -4.33888  -0.001

Values from the calculation:
multiplicity = 3
Kohn-Sham gap (spin up / spin down) = 0.2187 / 0.2356 hartree
expectation value of S² = 2.01
total charge = -1

***

[2]
This record from the OMol25 dataset describes a structure of composition C3HAgO4 in a non-equilibrium geometry. The level of theory is ωB97M-V/def2-TZVPD.

Each line ends with the Löwdin charge.
Element x y z (Å)
O -2.64630 1.82704 1.50315  0.121
C -1.66731 1.61192 0.87768  -0.157
O 0.65648 1.94412 0.43686  -0.352
C -0.53561 1.42529 0.17032  -0.417
O 1.05016 -1.32994 0.80637  0.090
C -0.09992 -1.54245 0.86246  -0.397
O -1.15974 -1.96481 1.08329  0.228
Ag 2.39336 0.62949 0.29929  0.777
H -0.76132 0.98830 -0.82292  0.108

Values from the calculation:
Kohn-Sham gap (spin up / spin down) = 0.1991 / 0.1990 hartree
total charge = 0